No. 1
13
Properties=species:S:1:pos:R:3 method="wB97M-V/def2-TZVPD" e_lumo_ha="-0.0211 / -0.0251" charge=0 gap_ev="6.14 / 7.53" multiplicity=7 max_force_ev_per_a=5.164 s2=12.01 energy_ev=-59479.6941
Sm 1.14 1.11 -0.56
N 1.98 -1.08 0.50
S 3.48 -0.79 -0.35
O 3.07 0.69 -0.86
S -1.58 0.26 0.79
O -1.03 1.62 0.31
O -0.67 -0.82 0.10
C -3.06 0.11 -0.36
F -4.13 0.53 0.31
F -2.91 0.85 -1.44
F -3.22 -1.14 -0.71
O 1.21 -3.31 0.78
C 1.36 -2.15 0.71

No. 2
12
Properties=species:S:1:pos:R:3 method="wB97M-V/def2-TZVPD" e_lumo_ha=-0.0446 charge=0 gap_ev=7.86 max_force_ev_per_a=1.052 energy_ev=-20074.6740
N 1.21 0.60 -1.43
N 0.17 0.24 -0.57
C -1.19 0.35 -0.91
O -1.60 0.76 -1.97
C -1.93 -0.16 0.29
C -1.03 -0.50 1.20
C 0.36 -0.26 0.69
S 1.75 -0.56 1.47
H 1.07 1.56 -1.64
H 1.10 0.07 -2.29
H -3.00 -0.17 0.34
H -1.18 -0.94 2.19